{"formula": "C47H57I2N2O8RbSi", "method": "ωB97M-V/def2-TZVPD", "energy_ev": -93753.28100, "total_charge": -2, "homo_ev": -2.379, "orbital_gap_ha": 0.224, "elements": ["Rb", "C", "C", "C", "C", "C", "C", "C", "N", "C", "C", "C", "C", "C", "C", "O", "C", "C", "C", "C", "C", "C", "C", "C", "C", "O", "C", "C", "C", "C", "C", "C", "H", "H", "H", "H", "H", "H", "H", "H", "H", "H", "H", "H", "H", "H", "H", "H", "H", "H", "H", "H", "H", "H", "H", "H", "H", "H", "H", "H", "H", "H", "H", "H", "H", "H", "H", "H", "H", "H", "H", "H", "I", "C", "I", "H", "H", "O", "O", "O", "Si", "C", "C", "C", "C", "C", "C", "C", "C", "C", "C", "C", "C", "C", "C", "C", "C", "C", "C", "H", "H", "H", "H", "H", "H", "H", "H", "H", "H", "H", "H", "H", "H", "H", "O", "N", "O", "O"], "coordinates": [[1.632904, -0.269527, 0.936561], [-2.938894, 6.308382, 0.589928], [-2.056369, 6.636123, -0.613314], [-0.964280, 7.610923, -0.150394], [-2.929214, 7.334479, -1.665391], [-1.405188, 5.385322, -1.209034], [-1.574165, 4.117204, -0.656406], [-0.946295, 3.014757, -1.220610], [-1.039906, 1.693304, -0.716233], [-1.413905, 1.267622, 0.560015], [-1.484371, 2.043342, 1.707107], [-1.942080, 1.480995, 2.890606], [-2.281468, 0.135917, 2.888675], [-2.116527, -0.710197, 1.789531], [-1.669399, -0.109934, 0.612720], [-1.412910, -0.801774, -0.554682], [-2.409889, -2.204654, 2.001326], [-1.537939, -2.693968, 3.169694], [-2.109891, -3.104655, 0.799765], [-3.888490, -2.372507, 2.370693], [-2.030222, 2.286680, 4.192433], [-1.496215, 3.707758, 4.012622], [-3.493965, 2.353664, 4.641266], [-1.195519, 1.608895, 5.289379], [-0.221948, 3.127763, -2.429478], [0.218501, 2.028669, -3.018434], [0.010862, 4.411986, -2.956916], [-0.589427, 5.503578, -2.331577], [0.945486, 4.560887, -4.161240], [0.377579, 3.815420, -5.380870], [2.325317, 3.984425, -3.802033], [1.134430, 6.024904, -4.559062], [-3.400442, 7.228516, 0.961134], [-2.363530, 5.868886, 1.408465], [-3.738305, 5.608970, 0.331876], [-1.408428, 8.503985, 0.304510], [-0.339115, 7.931056, -0.987084], [-0.312591, 7.133539, 0.585226], [-3.389963, 8.235606, -1.244481], [-3.724512, 6.667991, -2.009843], [-2.343264, 7.628455, -2.539153], [-2.193157, 3.976261, 0.216133], [-1.137151, 3.062185, 1.670767], [-2.629150, -0.308572, 3.815492], [-0.492308, -2.425876, 3.010326], [-1.608187, -3.783179, 3.253660], [-1.843946, -2.255091, 4.122803], [-1.061333, -3.057439, 0.490535], [-2.729035, -2.847193, -0.063486], [-2.344356, -4.136082, 1.089047], [-4.157750, -1.800797, 3.262102], [-4.102852, -3.428729, 2.565002], [-4.531454, -2.040926, 1.550471], [-2.043548, 4.252866, 3.238677], [-0.435018, 3.698696, 3.747371], [-1.610383, 4.256699, 4.952402], [-4.103678, 2.883330, 3.903047], [-3.572563, 2.881731, 5.598532], [-3.916825, 1.353950, 4.769068], [-0.182065, 1.413330, 4.937134], [-1.640052, 0.654620, 5.590119], [-1.157580, 2.255125, 6.173621], [-0.422478, 6.491222, -2.744098], [0.284342, 2.749257, -5.183540], [1.038481, 3.961818, -6.243013], [-0.611089, 4.207536, -5.644410], [2.253716, 2.947230, -3.475876], [2.778234, 4.560094, -2.990556], [2.988307, 4.041064, -4.673835], [0.191962, 6.500782, -4.848257], [1.811084, 6.074861, -5.417755], [1.580251, 6.611702, -3.750833], [-0.512360, 0.208866, -2.063494], [-0.110825, -1.837719, -2.804135], [0.240775, -1.428651, -4.906202], [-1.006780, -2.449083, -2.741358], [0.766835, -2.306646, -2.365314], [1.374102, 0.039989, -1.510171], [1.922663, 1.192221, -0.941148], [1.117372, -3.037552, -0.166796], [1.850675, -4.425386, -0.384833], [3.437874, -4.368371, -1.434019], [3.522455, -4.804494, -2.760358], [4.695031, -4.670196, -3.501837], [5.817180, -4.091784, -2.927008], [5.760937, -3.643995, -1.611413], [4.588573, -3.783099, -0.881082], [0.735403, -5.710096, -1.241462], [-0.626982, -5.420606, -1.382339], [-1.509240, -6.326392, -1.967987], [-1.044060, -7.550987, -2.429170], [0.304152, -7.867584, -2.295013], [1.175220, -6.957256, -1.706294], [2.405774, -5.264576, 1.230046], [1.882458, -4.791731, 2.437845], [2.224191, -5.368852, 3.659133], [3.109702, -6.438738, 3.697607], [3.653569, -6.921687, 2.510921], [3.305806, -6.336910, 1.297722], [2.652354, -5.248834, -3.233506], [4.726162, -5.009538, -4.530918], [6.728878, -3.979134, -3.502071], [6.627702, -3.177073, -1.158793], [4.565402, -3.422988, 0.143052], [-0.991399, -4.469701, -1.010460], [-2.559783, -6.073743, -2.062374], [-1.726287, -8.257027, -2.889167], [0.674343, -8.822855, -2.650087], [2.224066, -7.225220, -1.612970], [1.201896, -3.949546, 2.405232], [1.806801, -4.974914, 4.579203], [3.385134, -6.887819, 4.645407], [4.355319, -7.748218, 2.534887], [3.758250, -6.717914, 0.385732], [3.168579, 0.473142, 2.785850], [2.160269, 1.158464, 3.108992], [1.039423, 0.577864, 3.213654], [2.245515, 2.383108, 3.278546]], "forces_ev_per_angstrom": [[-0.51, -2.65, 0.07], [-0.06, -0.01, 0.09], [0.05, -0.04, -0.01], [0.06, 0.04, 0.03], [-0.04, -0.01, -0.06], [0.01, -0.03, -0.11], [0.09, 0.08, 0.00], [0.06, -0.59, 0.18], [0.12, 0.50, 0.02], [0.18, 0.19, -0.58], [-0.03, 0.05, 0.02], [0.06, 0.00, 0.10], [0.01, 0.01, 0.13], [0.06, -0.08, -0.13], [0.12, -0.35, -0.55], [-0.15, 0.15, 0.25], [0.13, 0.15, -0.01], [0.03, -0.07, 0.09], [-0.04, 0.04, -0.04], [-0.12, -0.06, -0.01], [0.04, -0.09, -0.13], [0.04, 0.05, 0.00], [-0.09, 0.09, 0.03], [-0.04, -0.08, 0.06], [-0.02, 0.38, 0.28], [-0.10, -0.11, 0.00], [0.10, -0.17, -0.01], [-0.05, 0.02, 0.02], [-0.09, -0.04, 0.04], [-0.06, 0.06, -0.05], [0.05, 0.01, -0.03], [0.04, 0.10, -0.04], [0.00, -0.03, 0.01], [0.01, 0.03, -0.04], [0.03, 0.04, -0.03], [0.01, -0.04, -0.02], [-0.03, -0.02, 0.03], [-0.04, 0.01, -0.02], [0.02, -0.03, -0.02], [0.03, 0.02, 0.03], [-0.01, -0.01, 0.05], [0.01, -0.01, -0.04], [-0.01, 0.00, 0.00], [0.01, 0.05, -0.06], [-0.01, -0.03, -0.05], [0.00, 0.04, 0.03], [0.01, -0.03, -0.05], [-0.03, 0.06, 0.11], [0.00, 0.01, 0.04], [0.04, 0.03, -0.04], [0.02, -0.01, -0.03], [0.00, 0.03, 0.00], [0.03, -0.01, 0.02], [-0.02, -0.01, 0.03], [-0.06, -0.03, 0.02], [0.02, -0.01, -0.03], [0.02, -0.02, 0.02], [-0.01, -0.01, -0.04], [0.04, 0.04, 0.00], [-0.05, 0.05, -0.01], [0.04, 0.05, -0.02], [-0.02, -0.04, -0.01], [0.01, -0.03, 0.01], [0.02, 0.04, 0.01], [-0.01, -0.03, 0.03], [0.05, -0.01, 0.03], [-0.01, 0.04, -0.01], [-0.02, 0.00, -0.01], [-0.02, -0.01, 0.04], [0.03, -0.05, 0.00], [-0.02, 0.00, 0.03], [-0.03, -0.04, -0.01], [-0.93, 0.15, 0.03], [0.47, 0.06, -0.06], [-0.04, -0.18, 0.29], [0.01, 0.00, 0.02], [-0.08, -0.05, 0.01], [0.15, 0.78, -0.79], [-0.17, 0.47, -1.68], [0.40, -0.61, 0.04], [-0.35, 0.62, 0.00], [0.25, 0.08, -0.07], [0.05, 0.09, 0.05], [-0.07, 0.01, 0.12], [-0.03, 0.00, 0.03], [-0.08, -0.04, -0.03], [-0.07, -0.09, -0.11], [-0.14, -0.21, -0.09], [0.07, -0.13, -0.06], [0.12, 0.04, 0.04], [0.05, 0.03, 0.03], [-0.04, 0.12, 0.05], [-0.11, 0.05, 0.02], [0.12, -0.06, 0.23], [0.07, -0.13, 0.01], [0.02, 0.01, -0.12], [-0.02, 0.04, -0.10], [-0.08, 0.09, -0.01], [-0.07, 0.06, 0.05], [0.02, 0.02, 0.02], [0.00, 0.00, 0.00], [0.01, 0.00, -0.01], [0.01, 0.00, 0.00], [-0.03, -0.01, -0.01], [0.04, -0.04, -0.11], [0.01, 0.00, 0.00], [0.00, 0.00, 0.00], [0.01, -0.01, 0.00], [-0.02, 0.02, 0.01], [-0.03, 0.03, 0.00], [0.00, 0.00, -0.02], [-0.01, 0.00, -0.01], [0.00, 0.00, -0.01], [-0.03, 0.03, 0.01], [-0.01, 0.71, 0.96], [0.14, 0.16, 0.65], [0.48, 0.58, 0.93], [0.00, -0.27, 0.05]]}


{"formula": "C47H58AuNO4S", "method": "ωB97M-V/def2-TZVPD", "energy_ev": -73887.55567, "total_charge": 0, "homo_ev": [-7.528, -7.922], "spin_multiplicity": 3, "orbital_gap_ha": [0.300, 0.217], "elements": ["Au", "C", "O", "C", "C", "C", "C", "C", "C", "C", "C", "C", "C", "C", "C", "C", "C", "C", "C", "C", "C", "C", "C", "C", "C", "C", "C", "C", "C", "C", "C", "C", "C", "O", "C", "C", "C", "C", "C", "O", "C", "C", "C", "C", "C", "C", "O", "C", "C", "C", "C", "H", "H", "H", "H", "H", "H", "H", "H", "H", "H", "H", "H", "H", "H", "H", "H", "H", "H", "H", "H", "H", "H", "H", "H", "H", "H", "H", "H", "H", "H", "H", "H", "H", "H", "H", "H", "H", "H", "H", "H", "H", "H", "H", "H", "H", "H", "H", "H", "H", "H", "H", "H", "H", "H", "H", "H", "H", "H", "S", "C", "N"], "coordinates": [[0.587959, 0.327473, -0.693381], [3.673329, 2.862647, 0.146396], [2.957470, 2.417813, -0.991503], [3.129563, 1.170366, -1.517706], [3.786459, 0.065431, -0.940945], [4.271342, -0.087277, 0.494362], [3.248842, -0.340526, 1.587680], [3.472458, 0.149761, 2.847802], [2.629301, -0.129185, 3.938573], [1.483781, -0.920169, 3.712826], [1.161683, -1.398714, 2.476351], [-0.148587, -2.099058, 2.200421], [-1.227084, -1.080647, 1.858617], [-1.682002, -0.218185, 2.849466], [-2.564505, 0.818196, 2.583817], [-2.937274, 1.013194, 1.254226], [-2.491281, 0.195428, 0.226709], [-2.746782, 0.587012, -1.223857], [-1.809929, 1.703995, -1.645664], [-2.019170, 3.000701, -1.265749], [-1.076994, 4.025363, -1.488638], [0.105665, 3.712334, -2.166324], [0.379330, 2.446030, -2.620186], [1.663251, 2.138863, -3.354304], [2.508634, 1.023728, -2.773678], [2.648972, -0.157030, -3.485195], [3.377283, -1.227401, -2.993466], [3.915404, -1.078170, -1.726144], [3.487133, -2.565465, -3.719209], [2.702083, -3.616440, -2.920103], [2.906482, -2.497915, -5.131748], [4.956672, -2.990652, -3.822921], [-0.583044, 1.380272, -2.365540], [-0.352026, 0.189834, -2.780996], [-1.352033, 5.415667, -0.933536], [-2.648022, 5.962864, -1.549703], [-1.509444, 5.311443, 0.591442], [-0.219201, 6.397139, -1.232205], [-1.687156, -0.901735, 0.558719], [-1.264501, -1.757858, -0.441834], [-2.161702, -2.830288, -0.693858], [-3.118469, 1.721337, 3.684813], [-3.000666, 3.194479, 3.278317], [-2.363191, 1.539268, 5.002937], [-4.596714, 1.371778, 3.903923], [2.069692, -1.164280, 1.360661], [1.799342, -1.632884, 0.231200], [2.957322, 0.339467, 5.348913], [1.695658, 0.822305, 6.079559], [3.975513, 1.481567, 5.352149], [3.547779, -0.862437, 6.106729], [4.751412, 2.791460, -0.019841], [3.385049, 2.327349, 1.050283], [3.396207, 3.906772, 0.272044], [4.896279, 0.742981, 0.815713], [4.933259, -0.958831, 0.491079], [4.338148, 0.780506, 3.003754], [0.820163, -1.132578, 4.541004], [-0.444675, -2.650326, 3.095439], [-0.017269, -2.799452, 1.378695], [-1.310847, -0.362406, 3.855179], [-3.584456, 1.844733, 1.000505], [-3.775520, 0.938288, -1.323997], [-2.602264, -0.266394, -1.882362], [-2.927748, 3.238830, -0.725873], [0.852458, 4.478414, -2.323955], [2.246118, 3.060400, -3.405779], [1.407317, 1.852356, -4.377702], [2.138373, -0.228401, -4.435717], [4.410831, -1.925822, -1.267322], [1.657146, -3.317068, -2.817772], [3.108436, -3.736236, -1.914770], [2.740848, -4.585580, -3.423743], [1.835831, -2.286494, -5.118274], [3.046963, -3.459745, -5.628319], [3.402271, -1.733241, -5.733311], [5.422524, -3.083934, -2.841532], [5.530887, -2.263391, -4.400231], [5.032218, -3.960014, -4.320830], [-3.499486, 5.314057, -1.341906], [-2.554302, 6.061856, -2.632845], [-2.867454, 6.947936, -1.133353], [-2.365239, 4.695812, 0.866454], [-1.663434, 6.306173, 1.015672], [-0.622020, 4.873491, 1.053694], [-0.064966, 6.526971, -2.305343], [0.720892, 6.074471, -0.781124], [-0.470363, 7.372237, -0.812659], [-2.239388, -3.488937, 0.176335], [-1.760080, -3.385846, -1.538136], [-3.158211, -2.453417, -0.941378], [-1.963766, 3.456686, 3.060699], [-3.353372, 3.830320, 4.093428], [-3.610286, 3.423114, 2.402714], [-1.298746, 1.750291, 4.877916], [-2.480260, 0.530051, 5.403373], [-2.759466, 2.233505, 5.746155], [-5.174115, 1.516292, 2.988626], [-5.025440, 2.008642, 4.681327], [-4.709355, 0.330346, 4.211936], [1.197946, 1.609968, 5.512849], [1.977546, 1.218434, 7.056765], [0.983227, 0.015471, 6.252393], [3.620629, 2.325265, 4.757470], [4.947959, 1.164260, 4.972502], [4.124909, 1.825472, 6.376868], [2.839586, -1.692098, 6.144957], [3.787118, -0.570069, 7.131370], [4.462456, -1.217456, 5.628091], [1.081612, 3.257648, 3.170753], [0.865495, 2.225496, 1.925420], [0.708450, 1.492358, 1.034112]], "forces_ev_per_angstrom": [[-0.12, 0.16, -0.03], [0.01, 0.00, -0.02], [-0.02, 0.00, 0.00], [0.01, -0.02, 0.02], [-0.04, 0.01, -0.02], [0.04, 0.04, 0.03], [0.00, 0.00, 0.00], [0.04, 0.04, -0.04], [-0.04, -0.03, 0.04], [0.02, 0.02, 0.02], [0.00, -0.01, -0.03], [0.00, -0.02, 0.04], [0.05, -0.05, 0.02], [-0.03, 0.03, 0.02], [0.02, 0.00, -0.03], [0.00, 0.00, 0.01], [-0.01, 0.00, 0.03], [-0.01, 0.01, 0.02], [-0.01, 0.02, 0.01], [-0.01, -0.02, -0.01], [-0.03, 0.01, 0.03], [0.04, 0.00, -0.01], [-0.04, 0.03, 0.01], [-0.01, 0.02, -0.04], [0.03, -0.02, 0.01], [-0.02, 0.04, -0.03], [0.02, -0.04, 0.03], [-0.01, 0.00, -0.03], [0.00, -0.01, 0.01], [0.01, 0.00, 0.01], [0.00, -0.01, 0.00], [0.00, 0.00, -0.01], [0.07, 0.02, -0.03], [0.03, -0.08, 0.08], [-0.01, 0.00, 0.01], [0.01, -0.01, 0.00], [0.01, 0.00, -0.01], [0.01, 0.01, -0.02], [-0.04, -0.01, -0.06], [0.03, -0.03, 0.01], [0.00, 0.05, 0.01], [0.00, -0.01, 0.01], [0.00, 0.01, -0.01], [0.00, 0.00, 0.00], [-0.01, 0.00, 0.00], [-0.07, 0.02, -0.03], [0.06, -0.14, 0.01], [-0.01, 0.01, -0.01], [-0.02, 0.00, -0.02], [0.01, 0.02, 0.01], [0.01, 0.00, 0.00], [0.00, -0.01, 0.01], [-0.01, -0.02, 0.00], [0.01, 0.00, 0.00], [0.00, 0.01, 0.01], [0.00, 0.00, 0.00], [0.00, -0.01, 0.00], [-0.01, 0.00, 0.01], [-0.01, -0.01, -0.01], [-0.01, 0.01, -0.01], [0.01, 0.00, 0.00], [0.00, 0.00, 0.00], [-0.01, -0.01, 0.00], [0.01, 0.00, -0.02], [0.00, 0.00, 0.01], [0.00, -0.02, -0.01], [-0.02, 0.00, 0.01], [0.01, 0.01, 0.00], [0.00, 0.00, 0.00], [0.01, 0.00, -0.01], [0.00, 0.00, 0.00], [0.00, 0.00, 0.00], [0.00, 0.00, -0.01], [0.00, 0.00, 0.01], [0.00, 0.00, 0.00], [0.01, 0.00, 0.00], [0.00, 0.00, 0.01], [0.00, 0.00, 0.00], [0.00, 0.00, 0.00], [-0.01, 0.00, 0.00], [0.00, 0.00, 0.00], [0.00, 0.00, 0.00], [-0.01, -0.01, 0.00], [0.00, 0.00, 0.00], [0.00, 0.00, 0.01], [0.00, 0.00, 0.00], [0.00, 0.00, 0.01], [0.00, 0.00, 0.00], [0.00, 0.01, 0.02], [0.01, 0.01, 0.00], [-0.02, -0.01, -0.01], [0.01, 0.00, 0.01], [0.00, 0.01, 0.00], [0.00, 0.00, 0.00], [0.00, 0.00, 0.00], [0.00, 0.00, 0.00], [-0.01, 0.00, 0.00], [0.00, 0.00, 0.00], [0.00, 0.00, 0.00], [0.00, 0.00, 0.00], [0.02, 0.00, 0.00], [0.00, 0.00, 0.00], [-0.01, -0.02, 0.01], [-0.01, -0.01, -0.01], [0.01, 0.00, 0.01], [0.00, -0.01, 0.00], [0.00, 0.00, 0.00], [0.00, 0.00, 0.00], [0.00, 0.00, 0.00], [0.02, -0.05, -0.08], [-0.11, 0.11, 0.08], [0.13, -0.08, 0.00]]}


Calculated relative energy (zero: lowest compared OMol25 entry of this formula, charge and spin) in order - 380.9; 20.1 kJ/mol